The following is a DFT calculation (wB97M-V/def2-TZVPD) of one molecule with the formula C10H13NO3.

Output
2S+1 = 1
relative energy (zero: lowest compared OMol25 entry of this formula, charge and spin) = 0.0 kJ/mol
orbital gap = 8.45 eV
E = -18214.0507 eV
E_HOMO = -0.28617 Eh
SMILES string = C[C@@H](CNc1ccccc1O)C(=O)O

Cartesian coordinates (Å):
C 0.41192 2.06457 -1.66176
H -0.46850 1.50079 -1.96040
H 0.10673 3.08787 -1.45624
H 1.12770 2.08087 -2.48039
C 1.05126 1.44444 -0.42336
C 2.27194 2.22624 -0.00997
O 3.05677 2.74828 -0.75622
O 2.42593 2.24714 1.32119
H 3.24143 2.71581 1.56033
C 1.51991 -0.01372 -0.68622
N 0.45076 -0.89931 -1.06219
C -0.60896 -1.20469 -0.22228
C -1.86205 -1.44899 -0.78611
C -2.95112 -1.82772 -0.02531
C -2.81793 -1.96099 1.34332
C -1.58393 -1.72873 1.92615
C -0.48102 -1.36715 1.16948
O 0.73443 -1.17385 1.77618
H 0.63480 -1.31564 2.72505
H -1.46410 -1.83948 2.99684
H -3.65859 -2.24590 1.95631
H -3.90210 -2.00822 -0.50270
H -1.97188 -1.33953 -1.85655
H 0.14479 -0.76419 -2.01660
H 2.25149 -0.01003 -1.49811
H 1.99334 -0.39786 0.21714
H 0.34699 1.42997 0.41241

Mulliken atomic charge list, values in e, 2 entries:
1. C -1.65
2. H 0.41


The following is a DFT calculation (wB97M-V/def2-TZVPD) of C10H13NO3S as an isolated structure at a distorted geometry.

Output
2S+1 = 1
relative energy (zero: lowest compared OMol25 entry of this formula, charge and spin) = 468.4 kJ/mol
orbital gap = 7.64 eV
E = -29043.6307 eV
E_HOMO = -0.29800 Eh

Cartesian coordinates (Å):
C 2.04273 -1.97333 2.10118
C 2.10425 -2.10320 0.73778
C 0.96553 -1.27361 2.72651
C 0.97434 -1.62775 -0.15153
C 0.07691 -0.69228 1.91008
C -0.64321 -0.53081 -1.78949
C -0.77242 -0.04798 -0.19311
C -1.06313 3.66569 -0.72140
C -1.55238 1.11393 0.06627
C -0.54939 2.30667 -0.15542
N 0.11876 -0.66692 0.56437
O -1.18689 -2.79417 -2.91770
O 0.19451 -2.64301 -0.76647
O 1.11315 -1.89529 -2.98732
S -0.13969 -2.06336 -2.27549
H 2.90348 -2.33649 2.65949
H 3.08469 -2.43908 0.44852
H 0.66987 -1.10298 3.75995
H 1.39768 -1.20575 -1.06095
H -0.74120 -0.08303 2.40486
H -1.34666 -0.03885 -2.49992
H -1.55651 4.18845 0.14822
H -0.16405 4.22635 -1.13011
H -1.80629 3.38726 -1.42246
H -2.02903 0.95925 1.07247
H -2.41878 1.18905 -0.52051
H 0.08824 2.55925 0.72924
H 0.23548 1.92199 -0.73707

Mulliken atomic charge list, values in e, 2 entries:
1. C -0.28
2. C -1.21


The following is a DFT calculation (wB97M-V/def2-TZVPD) of one molecule with the formula C10H13NO4 at a distorted geometry.

Output
2S+1 = 1
relative energy (zero: lowest compared OMol25 entry of this formula, charge and spin) = 589.2 kJ/mol
orbital gap = 8.37 eV
E = -20254.5809 eV
E_HOMO = -0.32653 Eh
SMILES string = C=C(C)[C@]1(C)CCC([N+](=O)[O-])=C(O)C1=O

Cartesian coordinates (Å):
C 0.12361 -1.64801 0.01062
C 1.36356 -0.85752 -0.30980
C -0.77128 -0.14197 1.57082
C 0.60366 0.44165 1.77268
C -0.94443 -0.64581 0.11684
C 1.52899 0.24506 0.57734
C -0.64810 0.28444 -0.99140
C -2.29876 -1.38327 0.03414
C -0.91088 1.76320 -0.73277
C -0.34818 -0.15935 -2.26698
N 2.63665 1.04172 0.42886
O 3.53368 0.60507 -0.31405
O 0.08651 -2.81799 0.30826
O 2.22506 -1.13521 -1.18070
O 2.69611 2.10399 0.93457
H -0.97024 -0.92809 2.31460
H -1.54735 0.66164 1.66024
H 0.38340 1.54781 2.08504
H 1.20481 -0.13413 2.55488
H -3.05398 -0.53632 0.21469
H -2.33835 -2.03682 0.81785
H -2.30885 -1.82779 -0.99514
H -0.52439 2.30717 -1.43297
H -0.41653 2.05873 0.20781
H -1.94421 1.95764 -0.53930
H 2.95265 -0.28864 -1.26566
H -0.27987 0.56228 -3.09321
H -0.03330 -1.03946 -2.48725

Mulliken atomic charge list, values in e, 2 entries:
1. C 0.05
2. C 0.41


The following is a DFT calculation (wB97M-V/def2-TZVPD) of C10H13NO5Sm as an isolated structure at a distorted geometry.

Output
charge = +3
2S+1 = 6
relative energy (zero: lowest compared OMol25 entry of this formula, charge and spin) = 32.0 kJ/mol
orbital gap (alpha / beta) = 6.90 / 7.65 eV
E = -40180.3528 eV
E_HOMO (alpha / beta) = -0.75141 / -0.75201 Eh

Cartesian coordinates (Å):
Sm -1.22039 -0.93001 -0.33252
C -0.60143 -1.54864 2.14717
O -0.11069 -1.54308 3.16556
C -2.44936 -3.20631 0.43606
O -3.02798 -4.16446 0.68565
C 0.45020 -2.82059 -0.85560
O 1.42653 -3.31099 -1.19201
C -3.25492 -0.05363 0.76878
O -4.10228 0.61775 1.14771
C -1.86199 -0.60173 -2.56084
H -2.23747 0.40181 -2.27148
H -0.79725 -0.62527 -2.86563
C -2.54218 -1.74473 -2.24326
H -2.15002 -2.75649 -2.42850
H -3.56502 -1.75057 -1.83302
C 2.51901 2.80130 0.99471
N 2.18742 1.47989 0.42143
C 3.26990 0.61986 -0.09696
C 0.95382 1.02400 0.36563
C -0.25473 1.77257 0.89475
O 0.84766 -0.13736 -0.18048
H 3.57861 2.89701 0.90291
H 2.17296 2.80603 2.03366
H 1.96932 3.56046 0.42252
H 3.95849 0.43163 0.71741
H 2.87813 -0.31685 -0.47727
H 3.77437 1.16021 -0.89111
H -1.04139 1.93285 0.10196
H -0.75409 1.24193 1.75200
H -0.01524 2.76339 1.27079

Mulliken atomic charge list, values in e, 2 entries:
1. Sm 0.48
2. C 0.33


The following is a DFT calculation (wB97M-V/def2-TZVPD) of C10H13NOS2Sc as an isolated structure.

Output
charge = +1
2S+1 = 1
relative energy (zero: lowest compared OMol25 entry of this formula, charge and spin) = 0.7 kJ/mol
orbital gap = 7.83 eV
E = -56486.3288 eV
E_HOMO = -0.42117 Eh

Cartesian coordinates (Å):
Sc 1.38406 1.05299 -0.48407
C -0.41185 2.30750 2.50502
C 0.82346 2.00685 1.68396
S 1.15399 3.19131 0.41001
C 1.57683 0.88784 1.95246
C 1.17659 -0.03829 3.08148
S 2.99579 0.36083 1.04370
H -1.09150 2.95147 1.95299
H -0.12560 2.83201 3.41929
H -0.94633 1.40542 2.80460
H 0.85655 0.52378 3.95705
H 2.01755 -0.66635 3.36324
H 0.35842 -0.70274 2.78912
O 1.62844 0.40573 -2.57474
C 0.81320 -0.64585 -3.14108
C -0.30382 -0.97343 -2.18608
C -1.28702 -1.87664 -2.55142
C -2.29311 -2.16639 -1.64656
C -2.29329 -1.54410 -0.40559
C -1.28118 -0.65557 -0.11787
N -0.29899 -0.37432 -0.99067
H 2.33766 0.63988 -3.18636
H 1.43844 -1.52393 -3.30885
H 0.40759 -0.30359 -4.09328
H -1.26311 -2.34275 -3.52737
H -3.07288 -2.86886 -1.90785
H -3.06402 -1.74246 0.32452
H -1.23587 -0.14033 0.83434

Mulliken atomic charge list, values in e, 2 entries:
1. Sc 0.41
2. C -1.54


The following is a DFT calculation (wB97M-V/def2-TZVPD) of a 2-piece molecular cluster, C10H13O3 overall at a distorted geometry.

Output
charge = -1
2S+1 = 1
relative energy (zero: lowest compared OMol25 entry of this formula, charge and spin) = 392.4 kJ/mol
orbital gap = 6.45 eV
E = -16721.7181 eV
E_HOMO = -0.10637 Eh

Cartesian coordinates (Å):
C 1.72117 3.14667 0.35223
C 0.71008 2.90064 -0.88300
C 3.18957 2.76025 0.19859
O 4.09698 3.09319 0.87654
O 3.48051 1.82207 -0.68655
H 1.73510 4.12233 0.98468
H 1.37750 2.22781 1.00991
H 0.24704 3.83607 -1.34948
H -0.25639 2.51482 -0.68463
H 1.41407 2.38793 -1.54454
C -2.65838 -3.76636 0.25789
C -1.42540 -0.11972 0.73999
C -0.08362 -0.43045 0.22305
C -2.24017 -1.21447 0.84988
C -1.87981 -2.51149 0.40154
C 0.21749 -1.71397 -0.39929
C -0.62130 -2.73779 -0.25209
O 0.92111 0.39720 0.18557
H -1.55736 0.90724 1.09325
H -3.41716 -1.05687 1.06427
H 1.01527 -1.70034 -0.99435
H 2.99328 1.17187 -1.14777
H -3.22643 -3.82003 1.05477
H -2.16582 -4.70193 0.12612
H -0.41243 -3.69703 -0.78985
H -3.17490 -3.81765 -0.68672

Mulliken atomic charge list, values in e, 2 entries:
1. C -0.05
2. C -0.80


The following is a DFT calculation (wB97M-V/def2-TZVPD) of a 2-piece molecular cluster, C10H13OP overall at a distorted geometry.

Output
2S+1 = 1
relative energy (zero: lowest compared OMol25 entry of this formula, charge and spin) = 350.7 kJ/mol
orbital gap (alpha / beta) = 7.94 / 6.98 eV
E = -21912.0449 eV
E_HOMO (alpha / beta) = -0.29229 / -0.29927 Eh

Cartesian coordinates (Å):
C 3.22081 -1.42068 -0.54751
C 3.00640 -0.76396 0.70201
C 2.12423 -1.61190 -1.36657
C 1.69397 -0.40419 1.08054
C 0.91632 -1.09765 -1.03898
C 0.68670 -0.45465 0.12838
C -3.40264 -0.87934 -0.64794
C -2.04141 -0.99830 -0.12668
C -0.86400 1.52879 -1.25355
C -1.04554 2.24881 2.46724
O -4.16047 -1.81012 -0.66934
P -0.99711 0.35458 0.20698
H 4.29217 -1.70245 -0.79504
H 3.87061 -0.47892 1.26610
H 2.17504 -2.24450 -2.34219
H 1.52324 0.10935 2.00310
H 0.00156 -1.26614 -1.66931
H -3.66589 0.20334 -1.07860
H -1.74669 -1.84177 0.47715
H -1.18957 1.09741 -2.30513
H -1.48805 2.48729 -1.08496
H 0.16063 1.93586 -1.45735
H -0.56386 1.52685 3.13749
H -0.50762 2.94576 2.02914
H -1.99883 2.53651 2.88504

Mulliken atomic charge list, values in e, 2 entries:
1. C -0.37
2. C -0.36


The following is a DFT calculation (wB97M-V/def2-TZVPD) of a 2-piece molecular cluster, C10H13OP overall at a distorted geometry.

Output
2S+1 = 1
relative energy (zero: lowest compared OMol25 entry of this formula, charge and spin) = 537.2 kJ/mol
orbital gap (alpha / beta) = 3.80 / 3.17 eV
E = -21910.1121 eV
E_HOMO (alpha / beta) = -0.23255 / -0.22523 Eh

Cartesian coordinates (Å):
C -3.68102 -0.40942 0.26936
C -2.88416 -0.96459 -0.69046
C -3.20909 0.25451 1.36139
C -1.51205 -0.81502 -0.66983
C -1.84722 0.43387 1.44985
C -1.00854 -0.01829 0.36345
C 0.75376 2.98203 -1.27461
C 2.02067 2.28899 -1.62317
C 0.87716 1.42700 -1.33053
C 0.08576 -2.06955 3.21847
O 0.91981 1.61827 1.46019
P 0.68144 0.64296 0.32316
H -4.84504 -0.61854 0.23666
H -3.29523 -1.52198 -1.47898
H -3.78612 0.73853 2.25545
H -0.88726 -1.26223 -1.31407
H -1.24095 0.95507 2.21335
H 0.77235 3.28572 -0.30341
H 0.35290 3.63823 -1.95862
H 2.30923 2.32177 -2.62755
H 2.93293 2.43276 -0.99906
H 0.35672 0.98582 -2.11888
H -0.27647 -3.09496 3.16546
H -0.41180 -1.43573 2.54034
H 0.97601 -1.72307 3.65378

Mulliken atomic charge list, values in e, 2 entries:
1. C -0.23
2. C -0.45